C44H82NO8 | the ωB97M-V functional and the def2-TZVPD basis

Geometry as ORCA input:
```
! wB97M-V def2-TZVPD RIJCOSX def2/J DEFGRID3
* xyz 1 1
C 2.81322 -3.63746 4.51685
C 2.32751 -2.58953 4.20019
C 1.46533 -1.46575 4.00115
C 1.53599 -0.36542 4.85448
C 0.68511 0.70382 4.67476
C -0.24802 0.67865 3.66188
C -1.19539 1.81443 3.43567
C -1.26056 2.27173 1.96981
C -2.20143 1.41879 1.09272
C -2.71509 2.22352 -0.10317
C -1.56372 2.72241 -1.00729
C -1.97928 2.77833 -2.50039
C -1.36441 1.61922 -3.28547
C 0.17084 1.76997 -3.43061
C 0.64673 1.37399 -4.83189
C 0.66984 -0.17055 -4.99246
C 2.04941 -0.67058 -5.41050
C 2.24505 -2.20008 -5.32109
C 2.66244 -2.87060 -6.62707
C 1.56038 -3.14233 -7.69602
C 0.12061 -2.77467 -7.34010
C -0.87973 -3.43103 -8.34372
C -1.93272 -2.46895 -8.92638
C -3.38469 -2.88649 -8.59746
N -0.28563 -0.40391 2.86805
C 0.53890 -1.46702 2.97229
C 0.42579 -2.57575 1.98887
C -0.71198 -3.60573 2.24493
C -1.22793 -3.71207 3.69001
C -2.58942 -3.02046 3.87713
C -3.60484 -3.82023 4.70130
O -4.87449 -3.86072 4.01675
C -5.82130 -3.09004 4.65604
C -6.90747 -3.85282 5.33804
O -5.72991 -1.89766 4.63152
H 3.25393 -4.55591 4.82005
H 2.26740 -0.36414 5.64792
H 0.72951 1.55333 5.33550
H -0.88467 2.62306 4.08944
H -2.18072 1.50014 3.78885
H -0.25448 2.28825 1.55436
H -1.66642 3.28050 1.95891
H -3.05464 1.13785 1.71235
H -1.69308 0.53986 0.68322
H -3.41046 1.62008 -0.68369
H -3.25691 3.08646 0.28569
H -1.26110 3.70907 -0.66713
H -0.74368 2.01437 -0.88357
H -3.06440 2.71143 -2.54247
H -1.63805 3.72390 -2.91417
H -1.60136 0.68117 -2.78091
H -1.83257 1.59716 -4.26946
H 0.42099 2.81422 -3.24251
H 0.64154 1.13483 -2.68073
H 1.64068 1.76452 -5.03707
H -0.07218 1.78413 -5.53739
H 0.40831 -0.64812 -4.04674
H -0.08771 -0.44414 -5.72296
H 2.76380 -0.19162 -4.73692
H 2.30587 -0.31964 -6.41121
H 3.06950 -2.36496 -4.62453
H 1.37886 -2.67304 -4.86192
H 3.13083 -3.82613 -6.39617
H 3.43276 -2.25777 -7.09278
H 1.80913 -2.57654 -8.59374
H 1.60032 -4.19456 -7.97163
H -0.14974 -3.11602 -6.34503
H 0.00016 -1.69999 -7.44608
H -1.37266 -4.25077 -7.82490
H -0.29728 -3.87852 -9.14649
H -1.85113 -2.50366 -10.00996
H -1.78118 -1.45423 -8.57084
H -3.45240 -3.94283 -8.35148
H -3.75931 -2.32191 -7.74359
H -4.05522 -2.68555 -9.42938
H -0.95583 -0.42708 2.10653
H 1.37782 -3.08615 1.90841
H 0.24331 -2.11933 1.01252
H -0.30733 -4.57177 1.95325
H -1.52713 -3.40584 1.55649
H -1.37687 -4.77103 3.89427
H -0.49020 -3.36876 4.41258
H -2.46991 -2.03955 4.34334
H -3.07255 -2.83918 2.92044
H -3.72394 -3.38931 5.69378
H -3.29184 -4.85588 4.82046
H -6.47888 -4.59401 6.00720
H -7.52683 -3.14942 5.87961
H -7.48795 -4.37275 4.57871
C 8.79891 2.98265 -2.30782
O 8.03623 3.57265 -3.33540
C 8.49200 3.23503 -4.63551
C 7.34976 3.17143 -5.62297
O 6.52261 2.02459 -5.49578
C 5.62329 1.96073 -4.40408
C 4.43079 2.88417 -4.51686
O 4.78432 4.22598 -4.23489
C 4.03682 5.16657 -4.97234
H 9.80680 3.41003 -2.26288
H 8.28952 3.18179 -1.36632
H 8.87325 1.89727 -2.44247
H 9.00719 2.26798 -4.62219
H 9.20054 4.00470 -4.96859
H 7.79092 3.08521 -6.61835
H 6.76172 4.09076 -5.60499
H 6.13726 2.10245 -3.45099
H 5.23934 0.93698 -4.42131
H 3.66820 2.57004 -3.78842
H 4.00629 2.79756 -5.52431
H 4.08935 4.96005 -6.04724
H 4.46853 6.14805 -4.78637
H 2.98602 5.17588 -4.65869
C 0.03420 0.32927 9.02332
O -1.22067 0.95939 9.10673
C -1.26716 2.21771 8.45897
C -2.63676 2.49527 7.88284
O -2.94591 1.74952 6.71249
C -3.22770 0.36605 6.84989
C -4.54205 0.04941 7.52722
O -4.44892 0.22382 8.92783
C -5.65922 0.64591 9.52112
H 0.79119 0.86186 9.60930
H -0.07634 -0.67765 9.42144
H 0.37079 0.25674 7.97905
H -0.52361 2.25910 7.65161
H -1.02906 2.99955 9.19121
H -2.64506 3.53848 7.55914
H -3.41444 2.38389 8.63933
H -2.40589 -0.16964 7.33284
H -3.30256 -0.00111 5.82065
H -4.78669 -1.00137 7.31811
H -5.33211 0.67869 7.10375
H -6.04557 1.54787 9.03367
H -5.44979 0.87654 10.56344
H -6.41959 -0.14108 9.47756
*
```

* F_max: 1.155 eV/Å
* LUMO level: -3.78 eV
* molar mass: 753.1 g mol⁻¹



C8H7N3O | the ωB97M-V functional and the def2-TZVPD basis

Geometry as ORCA input:
```
! wB97M-V def2-TZVPD RIJCOSX def2/J DEFGRID3
* xyz 0 1
C -2.19224 1.61297 -1.63189
C -0.86494 1.00842 -2.02082
C 1.22349 -0.63161 0.72807
C 1.31459 -1.56440 1.87792
C 0.36548 -1.40166 2.79567
C -0.90367 -0.90316 2.50456
C -1.10156 -0.24964 1.27508
C -0.07796 -0.13129 0.41400
H -2.63995 0.65908 -1.10890
H -2.26208 2.45425 -0.77576
H -2.79264 1.95595 -2.58866
H 2.30944 -1.95399 2.06546
H 0.80423 -1.71301 3.77717
H -1.52501 -0.51593 3.38563
H -2.15578 0.21870 1.19906
N 0.07025 0.54453 -0.76856
N 1.34435 0.38363 -1.18984
N 2.04142 -0.21463 -0.35423
O -0.31369 0.93281 -3.17763
*
```

* F_max: 7.357 eV/Å
* energy relative to the best compared isomer or geometry (same formula, charge and spin): 106.9 kcal per mole
* LUMO level: -0.14 eV
* structure (SMILES): CC(=O)n1nnc2ccccc21
* molar mass: 161.2 g mol⁻¹



CH8N2S2 | the ωB97M-V functional and the def2-TZVPD basis

Geometry as ORCA input:
```
! wB97M-V def2-TZVPD RIJCOSX def2/J DEFGRID3
* xyz 0 1
S 2.33135 -0.85688 -0.36182
S 0.54924 -1.47283 0.43496
H 1.86626 -0.13498 -1.39558
H 0.40406 -2.62120 -0.24674
N -1.46742 2.06468 1.16990
C -1.80582 2.06224 -0.23705
N -2.15002 0.80487 -0.86906
H -2.15860 1.62484 1.76366
H -0.54471 1.70498 1.37452
H -2.66442 2.71632 -0.36466
H -0.93976 2.46051 -0.76282
H -1.44653 0.07714 -0.82412
H -3.08033 0.45375 -0.69317
*
```

* F_max: 0.682 eV/Å
* energy relative to the best compared isomer or geometry (same formula, charge and spin): 3.7 kcal per mole
* LUMO level: 0.22 eV
* structure (SMILES): NCN.SS
* molar mass: 112.2 g mol⁻¹



C28H30FIN4O2PSTb | the ωB97M-V functional and the def2-TZVPD basis

Geometry as ORCA input:
```
! wB97M-V def2-TZVPD RIJCOSX def2/J DEFGRID3
* xyz 2 7
Tb 0.02928 -1.14906 0.36098
N 1.40621 -1.42589 2.60636
N 2.73722 -1.02733 2.73432
C 3.45741 -0.69724 1.64317
N 4.73580 -0.40061 1.87325
S 2.84488 -0.64678 0.06819
H 0.81820 -0.89583 3.24415
H 1.32134 -2.41414 2.83059
H 3.17587 -1.10966 3.63934
H 5.15385 -0.43444 2.78824
H 5.31197 -0.12599 1.09546
I -0.97379 -0.77711 -2.59126
C -0.25132 0.89661 -3.60086
C -0.06747 0.59069 -4.91842
C 0.26737 1.60027 -5.84446
C 0.34265 2.88180 -5.40953
C 0.14157 3.21229 -4.04456
C 0.16470 4.58378 -3.69185
C -0.05560 4.98056 -2.41305
C -0.21978 3.99726 -1.42073
C -0.21188 2.65111 -1.68880
P -0.17515 1.61716 -0.17378
C -1.73620 2.04118 0.67783
C -1.86487 3.10036 1.57582
C -3.09987 3.40621 2.12831
C -4.22259 2.66222 1.78830
C -4.10892 1.61124 0.89018
C -2.87187 1.30485 0.34208
C 1.13561 2.33714 0.86700
C 1.07359 2.12525 2.24727
C 2.11909 2.52028 3.07218
C 3.24326 3.12282 2.52475
C 3.31781 3.32450 1.15134
C 2.27318 2.92960 0.32471
C -0.10595 2.21206 -3.05631
H -0.19741 -0.42328 -5.26952
H 0.42031 1.34853 -6.88504
H 0.55120 3.68765 -6.10291
H 0.34479 5.30983 -4.47562
H -0.06859 6.02903 -2.14701
H -0.31863 4.33242 -0.39459
H -1.00331 3.69321 1.85448
H -3.18638 4.23038 2.82509
H -5.18490 2.90436 2.22179
H -4.98131 1.03060 0.61851
H -2.80937 0.49018 -0.37018
H 0.18695 1.68406 2.69059
H 2.04167 2.38519 4.14488
H 4.04976 3.45404 3.16831
H 4.18950 3.80141 0.72160
H 2.34957 3.09191 -0.74356
F -1.18699 -1.14187 1.93387
O -1.35481 -3.04567 -0.33686
C -0.33827 -3.77221 -0.16094
O 0.77674 -3.30851 0.19863
C -0.45775 -5.26144 -0.39047
N -1.92017 -5.53978 -0.71841
C -2.47815 -6.45904 0.36114
C -1.54465 -6.21815 1.53303
C -0.17447 -6.10084 0.85903
H 0.15808 -5.52153 -1.24827
H -2.03893 -5.92807 -1.65213
H -2.38686 -4.62610 -0.70441
H -2.39466 -7.47524 -0.01582
H -3.52449 -6.21612 0.51886
H -1.59543 -7.03993 2.24340
H -1.81164 -5.29839 2.05858
H 0.19939 -7.08437 0.57517
H 0.58362 -5.61742 1.46862
*
```

* F_max: 0.884 eV/Å
* energy relative to the best compared isomer or geometry (same formula, charge and spin): 27.9 kcal per mole
* LUMO level (alpha / beta): -5.14 / -4.71 eV
* molar mass: 822.4 g mol⁻¹



ClFeH4O2 | the ωB97M-V functional and the def2-TZVPD basis

Geometry as ORCA input:
```
! wB97M-V def2-TZVPD RIJCOSX def2/J DEFGRID3
* xyz 1 5
Fe 2.40366 0.43173 2.08398
Cl 1.36842 -0.33323 0.14331
O -1.04770 2.67666 -0.34608
H -0.48333 3.43560 -0.51970
H -0.44647 1.96977 -0.10009
O -0.75436 -2.81694 -0.07394
H -0.26859 -2.02218 -0.30764
H -0.77164 -3.34142 -0.87984
*
```

* F_max: 3.159 eV/Å
* energy relative to the best compared isomer or geometry (same formula, charge and spin): 7.4 kcal per mole
* LUMO level (alpha / beta): -8.53 / -8.77 eV
* molar mass: 127.3 g mol⁻¹



C2H24NO8S | the ωB97M-V functional and the def2-TZVPD basis

Geometry as ORCA input:
```
! wB97M-V def2-TZVPD RIJCOSX def2/J DEFGRID3
* xyz 1 1
C -0.31292 2.33096 -0.35623
C 0.22019 2.90072 -1.64517
S -0.80749 2.13366 -3.04001
N 0.33068 0.98773 -0.09756
H -1.38369 2.29865 -0.32294
H -0.12921 3.02838 0.46888
H 1.32218 2.57197 -1.90866
H 0.31613 3.95546 -1.49919
H -1.83102 3.03760 -3.04338
H -0.34718 0.39842 0.30425
H 1.16673 1.12436 0.48237
H 0.72497 0.39452 -0.92590
H -0.45956 1.38189 2.49240
H -1.94769 1.82402 1.75564
O -1.04043 1.33609 1.75850
H -1.98409 0.21922 0.55087
H -2.43549 -0.79762 -0.51697
O -2.74622 -0.06287 0.05567
H -3.26027 -3.27658 0.59963
H -1.70625 -3.84408 0.85903
O -2.42862 -3.15794 0.39887
H 1.91694 0.78040 3.21985
H 0.87377 0.65064 4.18560
O 1.03709 1.08170 3.36061
H 0.43001 -1.28134 -4.39229
H 1.51257 -0.45651 -4.13426
O 0.75631 -0.88131 -3.57810
H -0.33599 -1.69376 0.84787
H 0.37846 -1.10458 1.90144
O 0.51971 -1.30265 0.94768
H 1.75729 -3.31014 -1.82776
H 0.83762 -2.26736 -2.43206
O 1.27451 -2.47684 -1.66462
H 3.34678 -2.11759 2.29801
H 1.89553 -2.19557 2.07513
O 2.53866 -2.20964 2.82279
*
```

* F_max: 10.748 eV/Å
* energy relative to the best compared isomer or geometry (same formula, charge and spin): 13.8 kcal per mole
* LUMO level: -2.82 eV
* molar mass: 222.3 g mol⁻¹